63
Properties=species:S:1:pos:R:3 method="wB97M-V/def2-TZVPD" charge=+2 orbital_gap_ev="5.62 / 5.62" molar_mass_g_mol=828.7 lumo_ev="-8.695 / -8.697"
Re 2.29 0.82 -0.28
Br 1.96 -1.73 2.39
C 2.00 0.10 2.80
C 1.88 0.44 4.14
C 1.84 1.76 4.52
C 1.90 2.74 3.53
C 2.02 2.33 2.23
N 2.10 1.03 1.84
C 2.05 3.34 1.12
O 1.96 4.51 1.24
O 2.21 2.70 -0.08
H 1.81 -0.36 4.87
H 1.75 2.03 5.56
H 1.84 3.80 3.74
Cl 1.54 -2.43 -4.97
C 2.25 -1.86 -3.53
C 2.69 -0.54 -3.46
C 3.31 -0.13 -2.29
C 3.40 -0.97 -1.16
C 3.96 -0.43 0.07
C 2.88 -2.29 -1.25
C 2.35 -2.73 -2.44
H 2.59 0.11 -4.32
H 3.80 0.85 -2.28
H 4.76 0.31 -0.08
H 4.13 -1.06 0.92
H 2.90 -2.94 -0.38
H 1.99 -3.75 -2.55
C 0.80 -0.04 -0.29
Ge -1.25 -0.21 -0.24
C -1.63 0.31 -2.06
C -1.14 -0.45 -3.12
C -1.46 -0.12 -4.43
C -2.28 0.98 -4.68
C -2.77 1.74 -3.63
C -2.45 1.41 -2.32
C -1.60 1.14 1.11
C -1.13 2.44 0.94
C -1.43 3.43 1.86
C -2.23 3.13 2.96
C -2.72 1.84 3.13
C -2.41 0.85 2.21
C -1.78 -2.01 0.20
C -2.53 -2.72 -0.74
C -3.00 -3.99 -0.44
C -2.73 -4.56 0.80
C -2.00 -3.85 1.74
C -1.53 -2.59 1.45
H -0.52 -1.32 -2.93
H -1.09 -0.72 -5.25
H -2.53 1.24 -5.70
H -3.41 2.59 -3.83
H -2.84 2.00 -1.51
H -0.54 2.70 0.06
H -1.07 4.44 1.71
H -2.48 3.90 3.67
H -3.35 1.61 3.98
H -2.81 -0.15 2.35
H -2.75 -2.29 -1.71
H -3.58 -4.54 -1.17
H -3.11 -5.55 1.03
H -1.81 -4.29 2.72
H -0.99 -2.03 2.21


69
Properties=species:S:1:pos:R:3 method="wB97M-V/def2-TZVPD" charge=-1 orbital_gap_ev="5.99 / 6.00" molar_mass_g_mol=859.1 multiplicity=2 lumo_ev="1.602 / 1.600"
Ce -0.52 -0.01 0.72
O -3.00 2.12 3.84
C -2.46 1.67 2.82
N -1.96 0.47 2.57
C -2.16 -0.58 3.49
C -3.26 -0.64 4.34
C -3.47 -1.72 5.17
C -2.58 -2.78 5.16
C -1.47 -2.74 4.33
C -1.23 -1.67 3.47
N -0.17 -1.60 2.56
C 0.89 -2.38 2.70
O 1.18 -3.18 3.60
C 1.92 -2.26 1.58
C 2.77 -3.35 1.38
C 3.81 -3.24 0.49
C 3.99 -2.02 -0.17
C 3.10 -1.00 0.08
N 2.07 -1.11 0.92
C -2.35 2.62 1.64
C -3.39 3.53 1.47
C -3.34 4.44 0.44
C -2.23 4.44 -0.38
C -1.24 3.50 -0.15
N -1.29 2.59 0.82
H -3.95 0.19 4.35
H -4.34 -1.75 5.82
H -2.72 -3.63 5.81
H -0.76 -3.56 4.35
H 2.60 -4.24 1.95
H 4.49 -4.06 0.32
H 4.83 -1.87 -0.84
H 3.23 -0.03 -0.40
H -4.22 3.49 2.16
H -4.15 5.14 0.28
H -2.13 5.15 -1.19
H -0.35 3.50 -0.77
C -1.70 -3.85 -1.29
C -0.94 -3.02 -2.27
N -0.97 -3.31 -3.53
C -0.34 -2.50 -4.40
C 0.31 -1.35 -4.06
C 0.89 -0.51 -5.17
O 0.35 0.79 -5.28
C 0.36 -0.96 -2.68
C 0.98 0.27 -2.34
N 1.02 0.92 -1.20
C 1.74 2.11 -1.15
C 2.07 2.86 -2.31
C 2.86 3.99 -2.26
C 3.34 4.46 -1.05
C 2.98 3.81 0.11
C 2.20 2.66 0.06
I 1.75 1.84 2.00
C -0.23 -1.87 -1.73
O -0.10 -1.76 -0.48
H -2.14 -4.72 -1.78
H -2.48 -3.25 -0.85
H -1.04 -4.17 -0.49
H -0.41 -2.82 -5.43
H 0.75 -1.05 -6.12
H 1.97 -0.37 -5.04
H -0.61 0.71 -5.25
H 1.51 0.71 -3.19
H 1.67 2.56 -3.26
H 3.12 4.50 -3.18
H 3.96 5.35 -1.01
H 3.30 4.18 1.06
Cl -2.30 0.35 -1.14


64
Properties=species:S:1:pos:R:3 method="wB97M-V/def2-TZVPD" orbital_gap_ev=7.74 molar_mass_g_mol=669.7 lumo_ev=0.098
Sn -0.08 1.13 -0.43
O -1.33 6.52 -0.23
C -0.15 6.45 0.43
C 0.62 7.61 0.57
C 1.80 7.59 1.28
C 2.23 6.42 1.90
C 1.51 5.26 1.71
C 0.34 5.25 0.96
C -0.24 3.94 0.63
O 0.56 2.93 0.72
N -1.48 3.88 0.24
N -1.87 2.60 -0.05
C -3.12 2.29 0.04
C -3.61 0.94 0.03
C -4.96 0.72 -0.26
C -5.54 -0.52 -0.13
C -4.79 -1.57 0.40
C -3.47 -1.38 0.72
C -2.82 -0.15 0.48
O -1.53 -0.10 0.70
H -1.74 5.63 -0.19
H 0.27 8.52 0.10
H 2.39 8.48 1.37
H 3.12 6.41 2.50
H 1.84 4.32 2.15
H -3.84 3.09 0.23
H -5.55 1.55 -0.61
H -6.58 -0.68 -0.40
H -5.24 -2.54 0.55
H -2.88 -2.18 1.14
Cl 3.02 0.84 -0.06
C 3.68 -0.75 -0.23
C 5.05 -0.90 -0.37
C 5.58 -2.17 -0.54
C 4.75 -3.28 -0.57
C 3.39 -3.12 -0.41
C 2.83 -1.86 -0.24
P 1.03 -1.59 0.03
C 0.36 -1.95 -1.63
C -1.01 -2.18 -1.74
C -1.61 -2.28 -2.98
C -0.85 -2.12 -4.13
C 0.50 -1.86 -4.03
C 1.11 -1.77 -2.79
C 0.56 -3.06 1.01
C 0.13 -4.27 0.48
C -0.32 -5.27 1.32
C -0.33 -5.08 2.70
C 0.11 -3.88 3.23
C 0.54 -2.87 2.39
H 5.70 -0.04 -0.34
H 6.65 -2.29 -0.65
H 5.16 -4.26 -0.73
H 2.74 -3.98 -0.42
H -1.60 -2.29 -0.84
H -2.67 -2.45 -3.05
H -1.32 -2.20 -5.10
H 1.09 -1.72 -4.93
H 2.17 -1.59 -2.72
H 0.12 -4.43 -0.59
H -0.66 -6.21 0.91
H -0.69 -5.86 3.35
H 0.09 -3.73 4.30
H 0.86 -1.92 2.80


E
In order: -6627.8356, -3096.6364, -2584.9401
Unit: Ha